Record 1
Below is the molecule C6H9NOS, with properties calculated with wB97M-V/def2-TZVPD.

Each line ends with the Löwdin charge.
Positions of all 18 atoms, in Å:
H 1.114 -1.566 0.566  0.07
C 0.527 0.737 0.542  -0.12
H 1.939 0.177 -1.140  0.12
H 1.150 0.303 1.360  0.14
C -1.531 1.211 1.834  -0.07
H 0.586 1.730 0.678  0.07
H -1.390 1.100 -0.271  0.15
H -2.105 1.821 3.946  0.02
N -1.384 -1.735 -1.877  -0.33
H 1.233 -2.215 -1.119  0.12
C 0.902 0.057 -0.793  -0.24
H 0.360 0.268 -1.733  0.12
C -1.951 1.489 2.955  0.14
C 0.832 -1.376 -0.446  -0.36
S -0.895 -1.955 -0.454  0.95
O -1.461 -0.778 0.731  -0.35
H -2.186 -2.375 -1.966  -0.01
C -1.034 0.575 0.630  -0.41

For the relative energy (zero: lowest compared OMol25 entry of this formula, charge and spin), the calculation gives 78.4 kcal per mole. The multiplicity is 1. As for the orbital gap (alpha / beta): 0.372 / 0.372 Ha. For the HOMO energy (alpha / beta), the calculation gives -9.31 / -9.31 eV.

Record 2
Below is the molecule C2H4NP, with properties calculated with wB97M-V/def2-TZVPD.

Each line ends with the Löwdin charge.
Positions of all 8 atoms, in Å:
C 0.960 0.200 0.685  -0.30
H 1.824 -0.203 0.077  0.12
P 1.267 1.467 3.574  0.50
H -1.084 0.645 0.426  0.06
H -0.451 -1.022 -0.035  0.07
H -0.258 0.256 -1.009  0.06
N 1.027 0.863 1.834  -0.41
C -0.335 0.036 0.021  -0.11

For the relative energy (zero: lowest compared OMol25 entry of this formula, charge and spin), the calculation gives 57.9 kcal per mole. The multiplicity is 1. As for the orbital gap (alpha / beta): 0.244 / 0.244 Ha. For the HOMO energy (alpha / beta), the calculation gives -7.47 / -7.47 eV.

Record 3
Below is a cluster of 2 separate species, C3H5NOS in total, with properties calculated with wB97M-V/def2-TZVPD.

Each line ends with the Löwdin charge.
Positions of all 11 atoms, in Å:
H -0.803 -0.653 -1.643  0.11
O -3.664 -0.532 0.673  0.06
C -3.099 0.179 0.038  -0.03
H -0.830 -1.885 0.445  0.09
S 0.019 2.111 0.392  0.75
H -0.569 -0.131 1.370  0.01
N -0.142 1.005 -0.892  -0.44
C -0.787 -0.763 0.538  -0.10
C -0.669 -0.196 -0.700  -0.42
H 1.306 1.625 0.554  -0.08
H -0.414 1.525 -1.700  0.07

For the relative energy (zero: lowest compared OMol25 entry of this formula, charge and spin), the calculation gives 67.1 kcal per mole. The multiplicity is 1. As for the orbital gap: 0.329 Ha. For the HOMO energy, the calculation gives -8.17 eV.

Record 4
Below is the molecule C17H25N5O3, with properties calculated with wB97M-V/def2-TZVPD.

Each line ends with the Löwdin charge.
Positions of all 50 atoms, in Å:
H -3.725 -4.593 1.650  0.07
C -1.143 -0.021 -0.603  -0.33
H -4.518 -2.713 0.213  0.11
H 3.933 0.471 -2.546  0.13
H -3.594 -1.576 1.191  0.11
C 3.334 0.362 -1.636  -0.14
H -4.540 -3.363 2.616  0.07
C -3.616 -2.603 0.818  -0.26
N 5.307 -1.961 0.264  0.05
H -0.490 3.997 -0.275  0.11
C 0.256 3.464 0.311  -0.16
O -4.556 -0.361 -1.513  0.10
C -2.389 -2.859 -0.055  -0.18
H 2.311 0.106 -1.925  0.12
H 1.247 3.802 0.008  0.11
N -2.344 -0.570 -1.001  0.07
C 0.128 1.991 0.076  -0.16
C 3.352 1.689 -0.865  -0.14
C -1.099 1.388 -0.271  0.00
H -2.778 -3.461 2.616  0.07
O -0.156 -0.768 -0.577  0.02
C 2.568 1.608 0.454  -0.16
C 0.020 3.786 1.791  -0.06
H -4.294 1.986 -0.836  0.17
C 3.146 -1.710 -0.235  -0.08
H 3.016 0.837 1.088  0.13
C 4.058 -2.465 0.444  -0.15
C 5.158 -0.923 -0.510  -0.19
H -1.480 -2.672 0.520  0.11
H 5.957 -0.297 -0.854  0.12
H 2.635 2.560 0.981  0.12
H -2.378 -3.904 -0.370  0.12
H 2.085 -1.801 -0.345  0.10
H -1.486 -2.223 -1.910  0.13
N 3.862 -0.720 -0.850  -0.10
C -3.525 0.133 -1.125  -0.48
N -3.434 1.453 -0.777  0.21
H -1.011 3.565 2.049  0.08
H 4.382 1.963 -0.635  0.11
H 1.023 0.235 0.029  0.09
H 0.678 3.204 2.432  0.07
H 0.199 4.843 1.969  0.08
H 3.898 -3.336 1.046  0.09
H 2.923 2.464 -1.503  0.11
C -2.373 -1.994 -1.315  -0.13
O -2.480 3.328 -0.029  0.06
C -2.324 2.159 -0.329  -0.41
H -3.274 -2.165 -1.905  0.13
C -3.668 -3.565 1.999  -0.11
N 1.199 1.232 0.228  0.09

For the relative energy (zero: lowest compared OMol25 entry of this formula, charge and spin), the calculation gives 1.2 kcal per mole. The multiplicity is 1. As for the orbital gap: 0.339 Ha. For the HOMO energy, the calculation gives -8.93 eV.

Record 5
Below is a structure of composition C6H10OS, with properties calculated with wB97M-V/def2-TZVPD.

Each line ends with the Löwdin charge.
Positions of all 18 atoms, in Å:
H -0.166 0.054 2.769  0.26
C -0.204 -0.111 0.934  -0.60
H -1.255 -1.502 2.223  0.11
H 0.771 1.716 0.213  0.10
C -0.490 -1.505 0.143  -0.44
S 1.300 -1.785 0.067  0.93
O 0.658 -0.068 1.934  -0.09
H -1.243 1.700 -0.971  0.13
C 0.438 0.823 -0.178  -0.33
C -0.239 1.196 -1.457  -0.12
H -0.380 0.448 -2.244  0.06
C 1.527 -0.225 -0.615  -0.50
H 1.558 -0.183 -1.737  0.09
H 2.481 -0.011 -0.223  0.05
H -2.509 -0.669 0.854  0.16
H 0.071 2.285 -2.006  0.14
C -1.418 -1.092 1.191  -0.08
H -0.900 -1.070 -0.896  0.13

For the relative energy (zero: lowest compared OMol25 entry of this formula, charge and spin), the calculation gives 158.2 kcal per mole. The multiplicity is 1. As for the orbital gap: 0.304 Ha. For the HOMO energy, the calculation gives -7.70 eV.

Record 6
Below is a structure of composition C35H51F2IrN3PS, with properties calculated with wB97M-V/def2-TZVPD.

Each line ends with the Löwdin spin population.
Positions of all 94 atoms, in Å:
H -1.395 3.395 -3.114  0.00
H -1.176 3.465 1.171  0.00
H -3.968 5.785 -1.666  0.00
H -3.308 4.574 -2.756  0.00
C 1.883 0.107 -3.778  0.00
C 0.102 1.038 1.368  0.00
H -2.597 -2.976 -2.957  0.00
F 3.619 -0.761 -1.829  0.01
H -2.086 1.963 4.585  0.00
H 3.165 0.501 -0.336  0.00
H -1.004 5.701 -2.700  0.00
H 0.108 3.263 4.788  0.00
C -2.110 4.967 -0.948  0.00
C -0.534 1.730 -2.147  0.02
H -0.382 -3.891 -2.372  0.00
C -3.447 4.830 -1.704  0.00
C -1.013 2.985 0.219  0.00
C 1.275 -0.200 3.474  0.00
C -1.663 1.195 5.239  0.00
H -1.628 -1.593 -2.455  0.00
S 1.128 -1.769 -5.360  0.00
C 2.974 -0.515 -0.695  0.03
H 2.223 -3.593 0.529  0.00
H 2.306 -1.297 1.972  0.00
N 1.029 -0.722 -3.020  0.01
C -0.129 1.117 5.164  0.00
H 0.813 -5.713 0.761  0.00
H -1.003 2.154 2.792  0.00
H -3.021 4.750 1.032  0.00
H 2.353 -5.940 -0.041  0.00
H -1.339 -4.753 1.683  0.00
C 2.901 0.323 -5.984  0.00
F 3.410 -1.423 0.186  0.02
H -1.978 -1.127 0.551  0.00
H 4.196 1.996 -6.214  0.00
H -2.646 -4.454 -0.388  0.00
H -0.252 6.113 -1.152  0.00
H 2.311 1.705 -2.376  0.00
H -0.089 -2.467 -3.406  0.00
H 1.809 -0.703 4.271  0.00
C 2.443 -3.801 -1.618  0.01
H 0.206 2.793 6.487  0.00
C 0.364 0.099 6.196  0.00
H -1.208 -5.479 -0.477  0.00
C -0.395 1.754 0.180  0.01
C -0.632 -2.704 1.307  0.00
H -2.805 -2.287 -1.362  0.00
H -1.961 1.451 6.256  0.00
C -1.994 -2.003 1.207  0.00
H -0.063 0.350 7.168  0.00
H -1.127 -3.742 3.098  0.00
P 0.151 -2.851 -0.352  0.08
H -2.934 6.401 0.426  0.00
H 1.566 2.479 5.408  0.00
C -2.062 -2.535 -2.116  0.00
H 0.287 -4.419 2.311  0.00
C 2.492 1.296 -3.362  0.00
H 0.034 -2.043 1.839  0.00
C 3.537 1.461 -5.544  0.00
H 1.935 -4.302 -2.445  0.00
C -0.267 1.378 2.649  0.00
H 2.626 -2.770 -1.920  0.01
H 3.037 -0.043 -6.993  0.00
H -0.347 1.197 -3.062  0.00
C -1.818 -4.767 -1.020  0.00
H 1.449 0.115 6.312  0.00
N 0.976 0.032 1.097  0.00
C -1.207 5.988 -1.665  0.00
H -2.296 -1.665 2.198  0.00
C 0.292 0.742 3.758  0.00
H -2.121 0.236 4.990  0.00
H 3.821 2.858 -3.931  0.00
C 1.637 -3.958 -0.318  0.04
H -4.089 4.074 -1.249  0.00
C 2.063 -0.343 -5.084  0.00
C -1.134 2.960 -2.159  0.01
H -1.711 6.954 -1.684  0.00
C -2.394 5.455 0.475  0.00
C 0.580 -1.713 -3.775  0.01
H -2.771 -2.680 0.850  0.00
H -1.478 5.643 1.039  0.00
C -0.698 -3.997 2.127  0.00
C -1.408 3.629 -0.958  0.00
N -0.149 1.122 -0.993  0.11
C 0.477 2.499 5.473  0.00
C 1.377 -5.461 -0.131  0.01
C -1.046 -3.556 -1.567  0.00
C 1.568 -0.539 2.168  0.00
C 3.323 1.950 -4.244  0.00
Ir 0.928 -0.629 -0.950  0.59
H 3.413 -4.283 -1.502  0.00
H 0.889 -5.894 -1.001  0.00
H 0.049 -0.919 5.954  0.00
H -2.241 -5.292 -1.878  0.00

For the relative energy (zero: lowest compared OMol25 entry of this formula, charge and spin), the calculation gives 7.9 kcal per mole. As for the expectation value of S²: 0.75. The multiplicity is 2. As for the orbital gap (alpha / beta): 0.227 / 0.211 Ha. For the HOMO energy (alpha / beta), the calculation gives -16.93 / -16.95 eV. As for the total charge: +3.

Among the records above, which one has the highest relative energy (zero: lowest compared OMol25 entry of this formula, charge and spin)?
C6H10OS

What did the fifth record say?
Below is a structure of composition C6H10OS, with properties calculated with wB97M-V/def2-TZVPD.

Each line ends with the Löwdin charge.
Positions of all 18 atoms, in Å:
H -0.166 0.054 2.769  0.26
C -0.204 -0.111 0.934  -0.60
H -1.255 -1.502 2.223  0.11
H 0.771 1.716 0.213  0.10
C -0.490 -1.505 0.143  -0.44
S 1.300 -1.785 0.067  0.93
O 0.658 -0.068 1.934  -0.09
H -1.243 1.700 -0.971  0.13
C 0.438 0.823 -0.178  -0.33
C -0.239 1.196 -1.457  -0.12
H -0.380 0.448 -2.244  0.06
C 1.527 -0.225 -0.615  -0.50
H 1.558 -0.183 -1.737  0.09
H 2.481 -0.011 -0.223  0.05
H -2.509 -0.669 0.854  0.16
H 0.071 2.285 -2.006  0.14
C -1.418 -1.092 1.191  -0.08
H -0.900 -1.070 -0.896  0.13

For the relative energy (zero: lowest compared OMol25 entry of this formula, charge and spin), the calculation gives 158.2 kcal per mole. The multiplicity is 1. As for the orbital gap: 0.304 Ha. For the HOMO energy, the calculation gives -7.70 eV.

Repeat the fourth record exactly.
Below is the molecule C17H25N5O3, with properties calculated with wB97M-V/def2-TZVPD.

Each line ends with the Löwdin charge.
Positions of all 50 atoms, in Å:
H -3.725 -4.593 1.650  0.07
C -1.143 -0.021 -0.603  -0.33
H -4.518 -2.713 0.213  0.11
H 3.933 0.471 -2.546  0.13
H -3.594 -1.576 1.191  0.11
C 3.334 0.362 -1.636  -0.14
H -4.540 -3.363 2.616  0.07
C -3.616 -2.603 0.818  -0.26
N 5.307 -1.961 0.264  0.05
H -0.490 3.997 -0.275  0.11
C 0.256 3.464 0.311  -0.16
O -4.556 -0.361 -1.513  0.10
C -2.389 -2.859 -0.055  -0.18
H 2.311 0.106 -1.925  0.12
H 1.247 3.802 0.008  0.11
N -2.344 -0.570 -1.001  0.07
C 0.128 1.991 0.076  -0.16
C 3.352 1.689 -0.865  -0.14
C -1.099 1.388 -0.271  0.00
H -2.778 -3.461 2.616  0.07
O -0.156 -0.768 -0.577  0.02
C 2.568 1.608 0.454  -0.16
C 0.020 3.786 1.791  -0.06
H -4.294 1.986 -0.836  0.17
C 3.146 -1.710 -0.235  -0.08
H 3.016 0.837 1.088  0.13
C 4.058 -2.465 0.444  -0.15
C 5.158 -0.923 -0.510  -0.19
H -1.480 -2.672 0.520  0.11
H 5.957 -0.297 -0.854  0.12
H 2.635 2.560 0.981  0.12
H -2.378 -3.904 -0.370  0.12
H 2.085 -1.801 -0.345  0.10
H -1.486 -2.223 -1.910  0.13
N 3.862 -0.720 -0.850  -0.10
C -3.525 0.133 -1.125  -0.48
N -3.434 1.453 -0.777  0.21
H -1.011 3.565 2.049  0.08
H 4.382 1.963 -0.635  0.11
H 1.023 0.235 0.029  0.09
H 0.678 3.204 2.432  0.07
H 0.199 4.843 1.969  0.08
H 3.898 -3.336 1.046  0.09
H 2.923 2.464 -1.503  0.11
C -2.373 -1.994 -1.315  -0.13
O -2.480 3.328 -0.029  0.06
C -2.324 2.159 -0.329  -0.41
H -3.274 -2.165 -1.905  0.13
C -3.668 -3.565 1.999  -0.11
N 1.199 1.232 0.228  0.09

For the relative energy (zero: lowest compared OMol25 entry of this formula, charge and spin), the calculation gives 1.2 kcal per mole. The multiplicity is 1. As for the orbital gap: 0.339 Ha. For the HOMO energy, the calculation gives -8.93 eV.

Among the records above, which one has the lowest relative energy (zero: lowest compared OMol25 entry of this formula, charge and spin)?
C17H25N5O3